This record from OMol25 describes a 9-piece molecular cluster, C57H126N6O9 overall at a distorted geometry. The level of theory is ωB97M-V with the def2-TZVPD basis set.

Results
SMILES: CC1(C)CCCC(C)(C)N1O.CC1(C)CCCC(C)(C)N1O.CC1(C)CCCC(C)(C)N1O.CC1(C)CCCC(C)(C)N1O.CC1(C)CCCC(C)(C)N1O.CC1(C)CCCC(C)(C)N1O.CO.CO.CO
F_max in eV/Å: 3.61
Relative energy (zero: lowest compared OMol25 entry of this formula, charge and spin) in eV: 8.336

Geometry as XYZ:
```
198
Properties=species:S:1:pos:R:3:lowdin_charge:R:1
H 10.994 11.788 -24.760 0.090
C 4.480 5.105 -23.571 -0.172
C 9.409 10.186 -21.472 -0.490
C 6.166 18.120 -29.116 -0.421
H 18.195 10.811 -22.303 0.074
C 18.972 13.107 -23.131 -0.031
H 9.155 19.236 -27.610 0.074
C 7.794 17.698 -27.053 -0.452
H 7.196 11.770 -24.532 0.069
H 5.546 8.731 -18.597 0.097
H 9.014 8.492 -20.151 0.080
H 15.532 14.816 -26.307 0.094
H 17.846 10.497 -24.024 0.072
C 7.421 2.892 -24.782 -0.038
H 7.406 17.533 -24.942 0.080
H 19.523 12.767 -22.254 0.074
C 8.837 7.645 -15.887 -0.146
H 13.775 8.899 -20.026 0.114
C 7.389 16.865 -25.803 -0.025
C 16.684 7.179 -19.510 -0.520
N 6.651 18.419 -27.749 -0.159
H 11.865 15.854 -22.816 0.076
C 8.547 9.077 -20.943 -0.068
H 7.200 8.036 -18.638 0.039
H 7.740 2.533 -25.761 0.079
H 5.031 3.099 -26.245 0.106
H 19.647 12.742 -23.906 0.067
H 9.864 7.803 -16.216 0.114
C 4.734 6.953 -16.533 -0.060
H 12.535 7.023 -21.464 0.081
C 5.986 2.624 -24.266 -0.502
H 9.825 12.468 -29.175 0.074
C 10.926 16.347 -22.564 -0.158
C 8.395 6.448 -16.744 -0.170
H 4.696 0.877 -24.121 0.087
H 8.106 10.601 -25.301 0.079
C 4.874 3.305 -25.186 -0.070
O 10.716 12.700 -28.902 -0.119
H 9.393 18.169 -29.459 0.093
H 8.932 11.721 -19.813 0.078
N 6.525 8.610 -16.145 -0.105
H 5.374 4.170 -20.407 0.079
H 10.452 11.865 -20.557 0.064
H 8.361 19.499 -26.031 0.078
H 3.988 7.748 -16.555 0.087
H 6.717 10.528 -22.725 0.104
O 16.256 5.861 -21.412 -0.002
C 16.947 6.063 -18.445 -0.005
H 5.778 6.975 -18.972 0.073
H 11.371 9.351 -21.159 0.101
H 11.482 13.835 -27.371 0.088
H 10.884 17.316 -23.060 0.079
H 14.060 11.357 -26.000 0.072
H 11.637 17.163 -21.010 0.086
C 8.221 9.743 -14.746 -0.063
C 9.717 11.115 -20.266 -0.021
O 7.280 11.127 -22.229 -0.014
H 7.161 17.031 -30.714 0.097
C 9.134 13.155 -23.313 -0.033
H 6.570 5.414 -17.166 0.121
H 4.272 5.381 -20.960 0.086
H 6.048 0.729 -25.247 0.087
H 13.683 13.260 -24.384 0.107
C 5.743 1.134 -24.283 -0.054
O 11.404 14.190 -19.280 -0.097
N 8.569 10.744 -22.576 -0.105
C 6.898 6.255 -16.556 -0.155
H 15.898 6.167 -22.248 0.091
H 14.107 4.487 -20.059 0.078
H 9.926 13.326 -22.583 0.064
H 6.434 0.535 -23.689 0.081
C 5.503 4.533 -22.508 -0.486
C 17.498 10.998 -23.120 -0.009
H 7.662 9.453 -20.430 0.070
H 6.429 1.671 -21.916 0.091
H 4.708 19.104 -30.636 0.074
N 15.811 6.886 -20.578 -0.125
H 7.911 15.828 -28.219 0.093
H 4.210 5.565 -25.532 0.101
H 17.972 8.666 -20.691 0.076
H 16.717 12.941 -21.351 0.113
C 8.564 9.796 -17.195 -0.028
C 17.960 7.720 -20.151 -0.032
C 11.450 10.559 -23.001 -0.133
C 5.273 16.812 -29.054 -0.024
C 9.148 11.621 -23.643 -0.435
H 6.773 5.945 -15.518 0.121
H 9.041 5.614 -16.468 0.115
C 17.488 12.548 -23.386 -0.433
H 7.788 10.102 -17.896 0.080
O 5.611 9.551 -15.616 -0.001
C 8.848 18.767 -26.675 -0.039
C 13.819 5.417 -19.570 -0.015
H 14.545 12.308 -22.484 0.084
C 10.165 14.244 -18.777 -0.239
H 14.695 10.998 -24.473 0.058
H 4.989 16.439 -30.039 0.082
H 9.819 13.842 -27.506 0.054
H 7.640 3.959 -24.738 0.068
O 6.850 2.522 -22.056 -0.013
H 7.960 15.957 -25.608 0.067
H 14.435 13.947 -22.109 0.096
H 16.865 5.131 -19.004 0.080
H 17.911 11.560 -25.398 0.067
C 14.702 13.603 -24.207 -0.144
H 9.316 13.771 -24.194 0.062
C 14.983 11.438 -25.427 -0.010
H 18.476 7.058 -20.846 0.081
C 4.909 4.913 -25.007 -0.149
H 3.923 2.848 -24.914 0.104
H 7.631 9.241 -13.979 0.083
H 5.085 8.993 -15.038 0.089
H 17.984 6.131 -18.116 0.075
H 9.045 9.047 -17.824 0.047
H 10.197 15.700 -23.053 0.057
H 11.531 15.040 -19.707 0.056
H 16.264 13.395 -27.077 0.080
H 5.803 20.193 -30.057 0.071
C 5.265 19.307 -29.721 -0.028
C 8.002 8.949 -16.020 -0.451
H 10.283 10.151 -24.844 0.108
H 6.604 5.962 -21.518 0.067
H 8.424 12.359 -25.660 0.064
H 4.526 19.634 -28.989 0.065
H 4.302 6.240 -17.235 0.097
H 14.171 9.135 -17.709 0.111
H 5.862 5.405 -25.200 0.096
C 6.149 7.840 -18.423 0.003
H 16.269 5.938 -17.601 0.071
H 9.255 9.873 -14.427 0.090
H 8.199 13.452 -22.838 0.086
H 14.571 7.543 -17.431 0.096
C 6.730 5.431 -22.461 -0.021
C 8.539 16.700 -28.037 -0.138
H 4.531 17.036 -28.288 0.075
C 16.558 13.282 -22.374 -0.125
C 13.841 7.973 -19.455 -0.161
H 9.752 18.450 -26.154 0.079
H 7.791 10.744 -14.720 0.082
H 7.657 4.860 -22.505 0.082
H 4.082 6.109 -23.421 0.119
H 3.588 4.543 -23.293 0.105
H 16.715 8.726 -17.932 0.119
C 13.606 6.881 -21.605 -0.057
H 11.739 11.425 -22.405 0.085
C 6.060 7.483 -16.907 -0.543
H 8.116 8.443 -21.718 0.086
C 15.470 13.733 -26.412 -0.057
O 10.812 16.720 -21.220 -0.108
H 14.262 5.346 -18.577 0.056
H 6.401 16.447 -25.996 0.074
H 12.461 10.277 -23.295 0.080
H 9.282 10.533 -16.834 0.087
C 10.505 10.996 -24.192 -0.097
H 16.492 10.746 -22.786 0.073
H 10.453 8.639 -22.542 0.114
H 12.770 5.320 -19.290 0.078
H 9.468 16.379 -27.566 0.107
C 14.326 6.749 -20.275 -0.439
H 6.762 6.218 -23.216 0.074
H 19.081 14.189 -23.209 0.077
H 7.616 18.698 -30.749 0.105
H 16.015 9.348 -19.335 0.113
C 7.422 17.870 -30.068 -0.112
H 10.065 13.462 -18.025 0.082
H 13.867 6.092 -22.311 0.079
C 15.611 12.876 -25.200 -0.499
C 8.210 11.609 -24.898 -0.060
H 18.608 7.679 -19.275 0.075
H 5.247 18.518 -26.723 0.089
H 16.902 14.314 -22.304 0.106
H 9.982 15.194 -18.275 0.084
H 12.836 7.666 -19.165 0.110
H 14.720 13.370 -27.114 0.084
H 8.205 2.398 -24.208 0.077
H 8.883 7.300 -14.854 0.114
H 9.169 16.472 -30.026 0.104
N 17.014 13.004 -24.747 -0.106
H 4.006 3.596 -21.349 0.090
H 5.927 16.098 -28.553 0.055
C 14.660 8.300 -18.211 -0.173
C 10.658 13.148 -27.563 -0.157
H 10.394 12.302 -26.928 0.061
H 13.929 7.769 -22.148 0.082
C 8.735 17.300 -29.465 -0.167
H 8.609 6.809 -17.750 0.093
C 4.710 4.421 -21.234 -0.057
H 9.377 14.154 -19.525 0.075
N 5.865 3.113 -22.886 -0.120
O 5.842 19.226 -26.979 0.005
C 10.698 9.548 -21.993 -0.100
H 14.724 14.681 -24.364 0.106
C 16.101 8.415 -18.778 -0.133
O 17.902 12.488 -25.642 -0.024
H 4.791 6.555 -15.520 0.094
H 15.607 10.835 -26.087 0.078
C 15.028 13.258 -22.711 -0.147
H 10.074 10.533 -19.416 0.070
```